No. 1
{"formula": "C2H7NOS", "method": "ωB97M-V/def2-TZVPD", "e_above_lowest_kcal_mol": 56.64, "energy_ha": -608.50689, "lumo_energy_ev": 0.93, "species": ["C", "C", "N", "O", "S", "H", "H", "H", "H", "H", "H", "H"], "xyz": [[-1.2139, -0.3136, -0.8612], [-0.6321, 0.0235, 0.5734], [0.5586, 0.8096, 0.6484], [2.4140, -0.3243, -0.9517], [2.2016, 0.2484, 0.3436], [-1.4061, 0.7129, -1.3207], [-2.1735, -0.8796, -0.6787], [-1.3621, 0.6120, 1.1699], [-0.2946, -0.7948, -1.2345], [-0.3055, -0.9474, 1.0470], [0.4224, 1.5602, 0.0161], [1.7912, -0.7069, 1.2485]], "forces_ev_per_angstrom": [[0.75, 1.78, 2.07], [-0.74, -1.65, 0.52], [2.06, 0.56, -0.86], [0.29, -1.14, -1.86], [-2.43, 1.15, 2.56], [0.11, -1.60, 0.06], [1.30, 0.32, -0.79], [0.15, -0.89, -0.05], [-1.18, -0.29, -1.04], [-1.08, 0.73, -0.01], [0.13, 1.46, -0.46], [0.64, -0.44, -0.13]], "nbo_charge": [-0.642, -0.215, -0.823, -0.955, 1.262, 0.200, 0.225, 0.195, 0.234, 0.181, 0.356, -0.018]}

=====

No. 2
{"formula": "C2H7NOS", "method": "ωB97M-V/def2-TZVPD", "e_above_lowest_kcal_mol": 27.77, "energy_ha": -608.55289, "smiles": "NC=O.CS", "lumo_energy_ev": 0.60, "species": ["N", "C", "O", "H", "H", "H", "C", "S", "H", "H", "H", "H"], "xyz": [[-3.2869, 1.3759, -0.3693], [-2.7965, 0.8446, 0.8547], [-2.9625, 1.4638, 1.8633], [-3.3646, 0.5888, -0.9867], [-3.9226, 2.1131, -0.1057], [-2.1171, -0.0132, 0.7096], [1.6195, -1.0520, -0.4944], [3.4488, -1.2136, -0.8221], [1.3126, -0.0254, -0.3072], [1.6067, -1.5098, 0.5077], [1.0784, -1.7743, -1.0909], [3.9108, -0.3624, 0.0602]], "forces_ev_per_angstrom": [[1.79, -1.79, 2.61], [0.16, 1.96, -2.07], [0.06, -0.38, 1.22], [-1.01, 0.63, -1.02], [-0.68, -0.19, -1.02], [-0.31, -0.24, 0.28], [1.78, -0.81, 2.49], [-0.75, -0.45, -1.32], [-0.34, -0.10, -1.00], [-0.51, 0.16, -0.18], [-0.17, 0.65, -0.66], [-0.01, 0.55, 0.66]], "nbo_charge": [-0.853, 0.525, -0.578, 0.390, 0.409, 0.107, -0.724, -0.070, 0.228, 0.215, 0.234, 0.116]}

=====

No. 3
{"formula": "C2H7NOSi", "method": "ωB97M-V/def2-TZVPD", "e_above_lowest_kcal_mol": 99.29, "energy_ha": -499.75957, "smiles": "C/C=N/O[SiH3]", "lumo_energy_ev": 1.02, "species": ["C", "C", "N", "O", "Si", "H", "H", "H", "H", "H", "H", "H"], "xyz": [[-2.3198, -0.3713, 0.7952], [-0.6684, 0.5562, 0.6533], [0.0816, -0.1073, -0.0496], [1.3396, 0.4022, -0.3805], [2.2669, -0.4674, -1.5490], [-1.9403, -1.1970, 1.3528], [-2.8287, 0.3085, 1.4800], [-2.7607, -0.4438, -0.2480], [-0.7347, 1.5193, 0.9700], [3.2900, 0.4606, -1.5477], [2.4956, -1.7603, -0.8079], [1.8090, -0.5533, -2.8971]], "forces_ev_per_angstrom": [[3.31, 3.43, -0.65], [-5.42, -3.53, -0.52], [1.82, -1.95, -1.45], [-0.03, 0.48, -0.64], [-1.64, -0.61, 2.84], [-0.33, -1.05, -0.26], [-0.50, -0.25, -0.32], [0.72, -0.24, 1.64], [0.66, 2.76, 1.04], [1.97, 1.01, -0.10], [0.13, 0.26, -0.78], [-0.70, -0.32, -0.80]], "nbo_charge": [-0.616, 0.087, -0.175, -0.727, 1.211, 0.218, 0.196, 0.228, 0.171, -0.209, -0.183, -0.202]}

=====

No. 4
{"formula": "C2H7NOSi", "method": "ωB97M-V/def2-TZVPD", "e_above_lowest_kcal_mol": 67.83, "energy_ha": -499.80970, "smiles": "CN([SiH3])C=O", "lumo_energy_ev": 0.80, "species": ["C", "N", "Si", "C", "O", "H", "H", "H", "H", "H", "H", "H"], "xyz": [[-1.0735, -0.6758, -0.4083], [0.0271, -0.1429, 0.3115], [0.2658, 1.6615, 0.1525], [1.3425, -1.3373, 0.4704], [1.0339, -2.3763, 0.0259], [-1.7836, 0.1574, -0.7505], [-0.7796, -1.0379, -1.4162], [-1.7376, -1.3955, 0.1658], [-0.2535, 1.9312, -1.1738], [1.6475, 1.6753, 0.5232], [-0.7490, 2.3992, 1.0177], [2.0599, -0.8588, 1.0817]], "forces_ev_per_angstrom": [[-2.11, 0.35, -1.20], [3.58, -0.22, 0.84], [-1.93, -2.94, 0.97], [-6.18, 3.06, -1.37], [1.36, -0.52, 0.28], [0.76, -0.76, 0.84], [-0.08, -0.64, 0.64], [1.02, 0.50, -0.75], [0.46, 0.50, -0.75], [0.94, 0.87, 0.08], [0.84, -0.20, -0.10], [1.34, 0.00, 0.52]], "nbo_charge": [-0.436, -0.941, 1.071, 0.600, -0.487, 0.191, 0.192, 0.198, -0.189, -0.185, -0.176, 0.161]}

=====

No. 5
{"formula": "C2H7NP", "method": "ωB97M-V/def2-TZVPD", "e_above_lowest_kcal_mol": 6.53, "energy_ha": -476.17771, "smiles": "C=[N+](C)P", "charge": 1, "lumo_energy_ev": -5.00, "species": ["C", "N", "C", "P", "H", "H", "H", "H", "H", "H", "H"], "xyz": [[-0.4167, -1.2771, -0.1745], [0.0486, -0.1457, -0.0134], [-0.7627, 1.0507, -0.2312], [1.9046, 0.0027, -0.0372], [0.0932, -2.2589, 0.0648], [-1.4412, -1.3923, -0.3766], [-0.8758, 1.6548, 0.6653], [-1.8299, 0.7030, -0.3751], [-0.5408, 1.7079, -1.1654], [1.6324, 0.9548, 0.8750], [2.1884, -1.0001, 0.7685]], "forces_ev_per_angstrom": [[-0.86, -3.86, 1.08], [2.52, 1.37, -1.07], [-2.47, 0.87, -1.48], [-1.06, 1.98, -2.52], [0.06, 1.50, -0.61], [-1.39, -0.06, -0.39], [0.81, 0.09, 0.10], [1.17, 0.18, -0.10], [0.31, -1.41, 1.75], [0.77, 1.19, 1.41], [0.15, -1.87, 1.83]], "nbo_charge": [0.107, -0.436, -0.473, 0.641, 0.234, 0.207, 0.259, 0.239, 0.275, -0.027, -0.026]}

=====

No. 6
{"formula": "C2H7NS", "method": "ωB97M-V/def2-TZVPD", "e_above_lowest_kcal_mol": 25.28, "energy_ha": -533.29017, "smiles": "C=CN.S", "lumo_energy_ev": 0.85, "species": ["C", "C", "N", "H", "H", "H", "H", "H", "S", "H", "H"], "xyz": [[-0.5109, -0.3139, -1.5606], [-0.0675, -1.2276, -0.6297], [0.3982, -1.0630, 0.6439], [-0.6604, -0.7311, -2.6078], [-0.4139, 0.7812, -1.4221], [0.0696, -2.2727, -0.9676], [1.0485, -0.3545, 0.9693], [0.7724, -1.9101, 1.0682], [-0.7291, 2.0609, 1.7612], [0.0730, 3.1279, 2.0679], [0.0201, 1.9030, 0.6772]], "forces_ev_per_angstrom": [[1.26, -1.40, 0.16], [0.13, 0.68, -2.63], [0.99, -0.58, 1.88], [-0.03, 0.82, 1.60], [-0.41, -0.85, -0.05], [-0.70, 0.57, 0.16], [-0.68, 0.59, -0.76], [-0.56, 0.08, -0.38], [0.61, 0.81, 0.31], [-0.61, -0.46, 0.09], [-0.01, -0.26, -0.38]], "nbo_charge": [-0.541, 0.015, -0.824, 0.213, 0.193, 0.183, 0.387, 0.374, -0.271, 0.142, 0.129]}

=====

No. 7
{"formula": "C2H7NS", "method": "ωB97M-V/def2-TZVPD", "e_above_lowest_kcal_mol": 15.77, "energy_ha": -533.30532, "smiles": "NCCS", "lumo_energy_ev": 1.03, "species": ["N", "C", "C", "S", "H", "H", "H", "H", "H", "H", "H"], "xyz": [[-1.6916, -0.7776, -0.1067], [-1.2072, 0.5290, 0.2278], [0.2832, 0.9682, -0.2216], [1.4524, -0.3603, 0.0167], [-2.6926, -0.8478, -0.0425], [-1.4418, -0.9956, -1.0616], [-1.9550, 1.3767, 0.0392], [-1.1370, 0.4046, 1.4015], [0.2945, 1.2912, -1.2849], [0.4880, 1.7793, 0.4348], [0.5915, -0.7835, 0.9561]], "forces_ev_per_angstrom": [[0.58, -0.62, -1.45], [0.47, 1.41, 2.95], [-2.69, -0.57, -1.05], [-0.25, -0.30, 0.37], [-0.23, 0.12, 0.15], [-0.08, -0.25, -0.21], [1.15, -0.92, -0.01], [0.02, 1.07, -1.87], [0.01, -0.08, 0.69], [0.38, 0.84, 0.23], [0.64, -0.71, 0.18]], "nbo_charge": [-0.850, -0.213, -0.540, -0.029, 0.366, 0.355, 0.180, 0.168, 0.213, 0.214, 0.135]}

=====

No. 8
{"formula": "C2H7NS", "method": "ωB97M-V/def2-TZVPD", "e_above_lowest_kcal_mol": 72.67, "energy_ha": -533.21465, "lumo_energy_ev": -1.19, "species": ["C", "C", "S", "N", "H", "H", "H", "H", "H", "H", "H"], "xyz": [[-0.3161, -0.1495, 0.5973], [0.7482, -0.3063, -0.5834], [2.3519, -0.3491, 0.2040], [-1.6949, 0.0105, 0.1903], [0.1342, 0.7489, 1.1245], [-0.0136, -0.9806, 1.2678], [0.6124, 0.4736, -1.3368], [0.4815, -1.2904, -1.0977], [1.8730, 1.5578, -0.1099], [-1.9959, 0.9771, 0.1040], [-2.1807, -0.6920, -0.3602]], "forces_ev_per_angstrom": [[2.05, 0.71, -0.95], [-2.77, -2.18, -0.22], [-0.47, 4.50, -1.21], [0.36, 0.30, 0.89], [-1.37, -0.65, -0.30], [-1.08, 0.15, -0.16], [0.23, -0.23, 0.15], [0.65, 1.01, 0.58], [1.90, -3.35, 1.25], [-0.02, -0.73, -0.24], [0.51, 0.48, 0.21]], "nbo_charge": [-0.226, -0.582, 0.023, -0.881, 0.196, 0.188, 0.206, 0.203, 0.112, 0.380, 0.383]}

=====

Repeat the eighth record exactly.
{"formula": "C2H7NS", "method": "ωB97M-V/def2-TZVPD", "e_above_lowest_kcal_mol": 72.67, "energy_ha": -533.21465, "lumo_energy_ev": -1.19, "species": ["C", "C", "S", "N", "H", "H", "H", "H", "H", "H", "H"], "xyz": [[-0.3161, -0.1495, 0.5973], [0.7482, -0.3063, -0.5834], [2.3519, -0.3491, 0.2040], [-1.6949, 0.0105, 0.1903], [0.1342, 0.7489, 1.1245], [-0.0136, -0.9806, 1.2678], [0.6124, 0.4736, -1.3368], [0.4815, -1.2904, -1.0977], [1.8730, 1.5578, -0.1099], [-1.9959, 0.9771, 0.1040], [-2.1807, -0.6920, -0.3602]], "forces_ev_per_angstrom": [[2.05, 0.71, -0.95], [-2.77, -2.18, -0.22], [-0.47, 4.50, -1.21], [0.36, 0.30, 0.89], [-1.37, -0.65, -0.30], [-1.08, 0.15, -0.16], [0.23, -0.23, 0.15], [0.65, 1.01, 0.58], [1.90, -3.35, 1.25], [-0.02, -0.73, -0.24], [0.51, 0.48, 0.21]], "nbo_charge": [-0.226, -0.582, 0.023, -0.881, 0.196, 0.188, 0.206, 0.203, 0.112, 0.380, 0.383]}